(1)
The following is a quantum chemistry calculation of a molecular structure, C40H36INPPtS, from the OMol25 dataset.

Last column: Löwdin charge in e.
Atoms and positions in Å:
Pt: -0.81 0.56 0.41  0.5380
I: -3.25 0.02 0.95  1.2441
C: -4.09 -0.18 -0.96  -0.5694
C: -4.84 -1.31 -1.11  -0.1525
C: -5.71 -1.45 -2.21  -0.0573
C: -5.86 -0.40 -3.07  -0.0158
C: -5.09 0.78 -2.93  -0.1538
C: -5.36 1.89 -3.76  -0.0095
C: -4.68 3.06 -3.60  -0.0429
C: -3.59 3.10 -2.70  -0.0812
C: -3.25 2.03 -1.92  -0.2976
P: -1.54 2.11 -1.25  0.9149
C: -1.51 3.71 -0.37  -0.3528
C: -1.11 4.89 -1.00  -0.0970
C: -1.14 6.10 -0.30  -0.0629
C: -1.57 6.13 1.02  -0.0662
C: -1.97 4.96 1.64  -0.0638
C: -1.94 3.75 0.95  -0.1060
C: -0.53 2.42 -2.73  -0.3906
C: 0.76 2.90 -2.53  -0.1213
C: 1.62 3.07 -3.60  -0.0583
C: 1.20 2.74 -4.89  -0.0621
C: -0.08 2.26 -5.09  -0.0636
C: -0.95 2.10 -4.02  -0.0902
C: -4.09 0.87 -1.92  -0.2001
H: -4.82 -2.09 -0.36  0.0927
H: -6.29 -2.35 -2.33  0.1151
H: -6.58 -0.45 -3.87  0.1222
H: -6.14 1.81 -4.50  0.1230
H: -4.92 3.93 -4.19  0.1163
H: -2.97 3.99 -2.68  0.1090
H: -0.78 4.89 -2.03  0.1028
H: -0.83 7.01 -0.79  0.1108
H: -1.59 7.07 1.56  0.1105
H: -2.30 4.97 2.67  0.1113
H: -2.24 2.85 1.46  0.0414
H: 1.10 3.16 -1.53  0.1062
H: 2.62 3.46 -3.44  0.1122
H: 1.87 2.87 -5.73  0.1108
H: -0.42 2.01 -6.09  0.1117
H: -1.95 1.71 -4.19  0.1070
C: 1.69 -0.82 4.97  -0.0472
C: 0.18 -0.86 4.74  -0.6317
C: -0.37 -2.24 5.09  -0.0486
C: -0.49 0.20 5.63  -0.0539
C: -0.12 -0.53 3.33  -0.1517
C: -0.34 -0.10 2.22  -0.3234
H: 1.92 -1.05 6.01  0.0881
H: 2.10 0.17 4.73  0.0878
H: 2.20 -1.55 4.34  0.0718
H: -0.17 -2.47 6.14  0.0880
H: 0.10 -3.02 4.48  0.0687
H: -1.45 -2.29 4.93  0.0854
H: -0.26 -0.01 6.68  0.0870
H: -1.57 0.19 5.50  0.0838
H: -0.12 1.20 5.39  0.0862
N: 1.17 0.57 -0.16  -0.4799
S: 2.10 -0.72 -0.51  1.1030
C: 1.24 -1.60 -1.80  -0.3732
C: 0.46 -0.88 -2.69  -0.0832
C: -0.16 -1.54 -3.74  -0.0535
C: 0.01 -2.91 -3.91  -0.0612
C: 0.82 -3.61 -3.03  -0.0551
C: 1.44 -2.97 -1.98  -0.0701
C: 2.22 -2.03 0.69  -0.4242
C: 3.51 -2.31 1.10  -0.0839
C: 3.74 -3.44 1.88  -0.0623
C: 2.68 -4.26 2.23  -0.0567
C: 1.38 -3.96 1.82  -0.0609
C: 1.14 -2.84 1.05  -0.0993
H: 1.79 1.26 0.24  0.0212
H: 0.36 0.18 -2.57  0.0569
H: -0.78 -0.98 -4.43  0.1048
H: -0.48 -3.42 -4.72  0.1114
H: 0.97 -4.67 -3.17  0.1143
H: 2.07 -3.53 -1.30  0.1143
H: 4.33 -1.68 0.79  0.1094
H: 4.74 -3.68 2.20  0.1129
H: 2.86 -5.14 2.83  0.1134
H: 0.56 -4.60 2.10  0.1149
H: 0.14 -2.61 0.70  0.1113

Molecular weight ... 915.8 g mol⁻¹
E_HOMO ... -10.6 eV
Charge ... +1
Gap between HOMO and LUMO ... 7.94 eV
ΔE to the lowest compared entry with this formula, charge and spin ... 12.2 kcal per mole



(2)
The following is a quantum chemistry calculation of a molecular structure, C40H37Cl2FN4O3PReS, from the OMol25 dataset.

Last column: Löwdin charge in e.
Atoms and positions in Å:
Re: 0.92 0.44 -0.40  0.8443
Cl: 0.59 -1.60 -2.05  0.6847
C: 2.13 -1.69 -2.91  -0.6077
C: 2.32 -2.78 -3.73  -0.1024
C: 3.52 -2.88 -4.42  -0.0551
C: 4.48 -1.89 -4.27  -0.0898
C: 4.25 -0.81 -3.44  -0.6817
Cl: 5.47 0.41 -3.30  0.6953
C: 3.05 -0.67 -2.72  -0.6602
S: 2.78 0.76 -1.70  0.5545
H: 1.56 -3.54 -3.83  0.1104
H: 3.70 -3.72 -5.08  0.1189
H: 5.42 -1.94 -4.81  0.1150
C: 1.78 -1.78 7.21  -0.0458
C: 2.52 -0.65 6.52  -0.1583
N: 2.36 -0.69 5.05  0.0021
C: 1.47 0.11 4.48  0.0612
C: 1.19 0.13 3.12  -0.0099
C: 0.15 1.12 2.77  -0.4179
O: -0.23 2.00 3.48  0.1607
O: -0.49 0.92 1.52  -0.2461
C: 1.91 -0.74 2.26  -0.2569
O: 1.78 -0.79 1.01  -0.1895
C: 2.89 -1.60 2.89  -0.0464
C: 3.64 -2.48 2.09  0.1115
C: 4.56 -3.30 2.67  -0.1709
F: 5.21 -4.18 1.90  0.0931
C: 4.83 -3.28 4.07  -0.1167
C: 4.07 -2.42 4.85  0.0664
C: 3.10 -1.59 4.27  -0.0984
N: 5.79 -4.10 4.64  -0.0615
C: 5.61 -4.51 6.03  -0.1287
C: 6.50 -5.69 6.36  -0.0776
N: 7.93 -5.29 6.12  0.0816
C: 8.16 -4.76 4.71  -0.0469
C: 6.87 -4.74 3.90  -0.1271
H: 1.92 -1.70 8.29  0.0948
H: 2.13 -2.76 6.89  0.0717
H: 0.71 -1.73 7.00  0.0902
H: 3.58 -0.63 6.74  0.1249
H: 2.12 0.32 6.84  0.1308
H: 0.95 0.78 5.14  0.1602
H: 3.48 -2.53 1.03  0.1509
H: 4.24 -2.38 5.91  0.0980
H: 4.57 -4.81 6.21  0.1481
H: 5.83 -3.69 6.73  0.1342
H: 6.30 -6.55 5.73  0.1468
H: 6.40 -5.99 7.40  0.1497
H: 8.55 -6.08 6.31  0.1903
H: 8.18 -4.57 6.79  0.1844
H: 8.89 -5.41 4.23  0.1453
H: 8.59 -3.77 4.82  0.1437
H: 6.60 -5.75 3.58  0.1394
H: 7.09 -4.17 3.00  0.1405
N: -0.27 1.72 -1.67  -0.0581
C: -1.64 1.28 -1.63  -0.2938
C: -2.22 0.82 -2.80  -0.0045
C: -3.52 0.33 -2.79  -0.0080
C: -4.25 0.31 -1.62  -0.0279
C: -3.68 0.77 -0.44  -0.0383
C: -2.36 1.24 -0.42  -0.2285
P: -1.74 1.92 1.09  1.0756
C: -1.13 3.55 0.78  -0.3164
C: 0.20 3.94 0.97  -0.0709
C: 0.59 5.22 0.62  -0.0325
C: -0.33 6.11 0.09  -0.0226
C: -1.66 5.73 -0.10  -0.0320
C: -2.06 4.44 0.23  -0.0713
C: -2.93 1.82 2.38  -0.3135
C: -3.35 0.55 2.81  -0.0795
C: -4.27 0.45 3.83  -0.0408
C: -4.79 1.61 4.41  -0.0257
C: -4.37 2.86 3.99  -0.0302
C: -3.44 2.98 2.98  -0.0389
H: 0.08 1.68 -2.63  0.1034
H: -0.14 2.69 -1.36  0.1030
H: -1.65 0.84 -3.72  0.1330
H: -3.96 -0.02 -3.71  0.1305
H: -5.27 -0.05 -1.61  0.1263
H: -4.27 0.77 0.46  0.1083
H: 0.93 3.25 1.37  0.0981
H: 1.62 5.52 0.76  0.1240
H: -0.02 7.11 -0.18  0.1260
H: -2.37 6.42 -0.52  0.1251
H: -3.09 4.15 0.05  0.1263
H: -2.95 -0.35 2.35  0.1235
H: -4.60 -0.52 4.17  0.1209
H: -5.52 1.52 5.21  0.1243
H: -4.78 3.75 4.46  0.1242
H: -3.09 3.95 2.67  0.1134

Multiplicity ... 4
Molecular weight ... 960.9 g mol⁻¹
E_HOMO (alpha / beta) ... -13.1 / -13.2 eV
Charge ... +3
⟨S²⟩ ... 3.77
Gap between HOMO and LUMO (alpha / beta) ... 5.99 / 5.97 eV



(3)
The following is a quantum chemistry calculation of 3 unconnected molecules or ions with the total composition C40H37FNO6 at a distorted geometry, from the OMol25 dataset.

Last column: Löwdin charge in e.
Atoms and positions in Å:
C: -0.17 -0.39 -1.37  -0.0412
C: -0.45 -1.89 -1.34  -0.4525
C: -1.30 -2.13 -0.07  -0.0072
C: 0.92 -2.57 -1.20  -0.0471
C: 0.99 -4.04 -1.56  -0.4313
F: 0.25 -4.83 -0.69  0.0342
C: 2.43 -4.53 -1.73  -0.0621
C: 3.26 -4.55 -0.43  -0.3176
C: 2.90 -5.71 0.65  0.0184
O: 2.61 -4.15 0.65  -0.0869
C: 0.33 -4.22 -2.94  -0.0589
C: -1.07 -3.62 -3.09  -0.4459
C: -2.15 -4.53 -2.43  -0.0026
C: -1.39 -3.62 -4.59  -0.0475
N: -1.22 -2.25 -2.56  -0.1104
O: -1.41 -1.32 -3.41  -0.0219
H: -1.08 0.19 -1.37  0.0883
H: 0.36 -0.14 -0.45  0.0986
H: 0.49 -0.12 -2.19  0.0675
H: -1.68 -3.14 -0.03  0.0685
H: -2.12 -1.41 -0.10  0.0897
H: -0.71 -1.87 0.81  0.0834
H: 1.64 -2.04 -1.83  0.1402
H: 1.25 -2.39 -0.18  0.1266
H: 2.98 -3.83 -2.35  0.1306
H: 2.48 -5.54 -2.13  0.1324
H: 4.32 -4.35 -0.54  0.1358
H: 2.14 -5.89 1.42  0.1134
H: 2.26 -6.19 -0.13  0.0544
H: 0.99 -3.84 -3.71  0.1355
H: 0.23 -5.29 -3.09  0.1333
H: -2.89 -4.83 -3.17  0.0757
H: -1.72 -5.46 -2.05  0.0776
H: -2.66 -4.03 -1.61  0.0711
H: -2.43 -3.39 -4.78  0.0858
H: -1.21 -4.64 -4.93  0.0924
H: -0.70 -2.99 -5.15  0.0836
C: -5.72 2.20 4.27  -0.0568
C: -5.75 2.65 5.59  -0.0567
C: -4.76 2.27 6.48  -0.0025
C: -3.73 1.44 6.06  -0.0821
C: -3.71 0.98 4.74  -0.0819
C: -4.70 1.37 3.85  -0.0025
C: -2.64 0.05 4.27  -0.2759
O: -2.61 -0.35 3.13  0.1013
C: -1.60 -0.38 5.26  -0.0814
C: -0.63 -1.29 4.86  -0.0011
C: 0.35 -1.69 5.76  -0.0546
C: 0.36 -1.18 7.05  -0.0559
C: -0.61 -0.28 7.45  -0.0023
C: -1.60 0.12 6.56  -0.0826
C: -2.66 1.06 7.02  -0.2770
O: -2.65 1.51 8.15  0.1073
H: -6.49 2.50 3.58  0.1072
H: -6.56 3.29 5.92  0.1072
H: -4.78 2.62 7.50  0.1204
H: -4.67 1.01 2.83  0.1200
H: -0.64 -1.68 3.85  0.1147
H: 1.11 -2.40 5.45  0.1083
H: 1.13 -1.49 7.75  0.1074
H: -0.61 0.12 8.46  0.1203
C: 6.01 5.17 -2.10  -0.0582
C: 5.61 6.50 -2.25  -0.0576
C: 4.29 6.79 -2.58  -0.0028
C: 3.37 5.77 -2.75  -0.0819
C: 3.78 4.44 -2.62  -0.0825
C: 5.10 4.15 -2.28  -0.0038
C: 2.82 3.32 -2.84  -0.2757
O: 3.18 2.16 -2.72  0.1021
C: 1.43 3.66 -3.24  -0.0798
C: 0.53 2.63 -3.51  -0.0021
C: -0.77 2.92 -3.86  -0.0456
C: -1.19 4.25 -3.93  -0.0532
C: -0.31 5.28 -3.67  -0.0026
C: 1.01 4.99 -3.33  -0.0837
C: 1.96 6.11 -3.08  -0.2774
O: 1.60 7.26 -3.15  0.1063
H: 7.03 4.95 -1.84  0.1067
H: 6.32 7.30 -2.12  0.1069
H: 3.97 7.82 -2.69  0.1202
H: 5.40 3.12 -2.16  0.1193
H: 0.86 1.60 -3.44  0.1015
H: -1.46 2.12 -4.07  0.1113
H: -2.22 4.47 -4.20  0.1074
H: -0.63 6.31 -3.74  0.1199

Multiplicity ... 2
Molecular weight ... 646.7 g mol⁻¹
E_HOMO (alpha / beta) ... -8.0 / -9.0 eV
⟨S²⟩ ... 0.75
Gap between HOMO and LUMO (alpha / beta) ... 7.06 / 8.00 eV



(4)
The following is a quantum chemistry calculation of a molecular structure, C40H37N3O6PRb, from the OMol25 dataset.

Last column: Löwdin charge in e.
Atoms and positions in Å:
Rb: -0.09 -0.54 0.29  0.8738
C: 3.45 1.66 3.15  -0.0598
C: 2.06 1.46 2.53  -0.5112
O: 2.03 0.77 1.46  -0.2244
C: 1.02 2.07 3.22  -0.0710
C: -0.41 2.19 2.99  -0.3697
C: -1.14 3.03 4.02  -0.0800
N: -1.05 1.67 2.00  -0.0213
N: -2.42 1.98 2.01  0.0149
C: -3.09 1.50 0.99  -0.5401
O: -2.72 0.82 -0.01  -0.1848
C: -4.55 1.94 1.00  -0.1344
C: -5.13 2.63 2.07  -0.0454
C: -6.44 3.05 2.01  -0.1166
C: -7.21 2.80 0.87  -0.1354
C: -6.65 2.12 -0.19  -0.1078
C: -5.33 1.69 -0.13  -0.0351
H: 4.18 1.08 2.58  0.0609
H: 3.47 1.32 4.19  0.0605
H: 3.74 2.71 3.13  0.0625
H: 1.36 2.58 4.11  0.0658
H: -0.45 3.39 4.79  0.0478
H: -1.93 2.44 4.49  0.0614
H: -1.63 3.88 3.54  0.0598
H: -4.51 2.82 2.93  0.0959
H: -6.88 3.59 2.85  0.0836
H: -8.24 3.14 0.82  0.0798
H: -7.23 1.92 -1.09  0.0885
H: -4.86 1.16 -0.95  0.1066
O: 2.64 -0.10 -0.93  -0.1340
N: 2.32 0.99 -1.70  0.0147
C: 1.86 0.68 -2.84  -0.1602
C: 1.45 1.79 -3.76  -0.2188
C: 2.35 2.26 -4.71  -0.0470
C: 2.02 3.32 -5.54  -0.1042
C: 0.78 3.93 -5.41  -0.1007
C: -0.12 3.46 -4.47  -0.0884
C: 0.18 2.38 -3.64  -0.2987
P: -0.97 1.63 -2.39  1.1313
C: -1.83 0.42 -3.49  -0.3383
C: -2.49 -0.62 -2.83  -0.0724
C: -3.17 -1.59 -3.54  -0.0676
C: -3.18 -1.55 -4.93  -0.1073
C: -2.51 -0.53 -5.60  -0.1037
C: -1.84 0.45 -4.88  -0.0995
C: -2.23 2.95 -2.22  -0.3650
C: -3.28 3.18 -3.11  -0.1001
C: -4.22 4.17 -2.86  -0.1017
C: -4.12 4.94 -1.71  -0.1031
C: -3.09 4.71 -0.81  -0.0776
C: -2.15 3.73 -1.06  -0.0903
H: 2.70 0.27 -0.02  0.0304
H: 1.73 -0.36 -3.15  0.1395
H: 3.33 1.79 -4.78  0.1069
H: 2.74 3.68 -6.27  0.0901
H: 0.52 4.77 -6.04  0.0924
H: -1.09 3.94 -4.37  0.0945
H: -2.47 -0.63 -1.74  0.0749
H: -3.66 -2.40 -3.01  0.1069
H: -3.70 -2.32 -5.49  0.0889
H: -2.51 -0.50 -6.68  0.0899
H: -1.31 1.23 -5.41  0.0940
H: -3.38 2.56 -3.99  0.0984
H: -5.04 4.32 -3.55  0.0915
H: -4.87 5.69 -1.49  0.0923
H: -3.04 5.27 0.12  0.1036
H: -1.38 3.51 -0.33  0.1056
C: -2.60 -5.70 -4.72  -0.1096
O: -3.25 -6.06 -3.53  -0.1032
C: -2.77 -5.48 -2.37  -0.3107
C: -3.47 -5.84 -1.20  -0.0602
C: -3.05 -5.29 -0.01  -0.0721
C: -1.98 -4.38 0.10  -0.1062
C: -1.59 -3.90 1.43  -0.4183
C: -2.45 -4.32 2.62  -0.0387
O: -0.62 -3.20 1.67  -0.0206
C: -1.29 -3.96 -1.11  -0.4031
O: -0.39 -3.09 -1.17  -0.1158
C: -1.73 -4.60 -2.34  0.0177
H: -3.11 -6.23 -5.52  0.0814
H: -1.54 -5.99 -4.71  0.0907
H: -2.66 -4.62 -4.90  0.0739
H: -4.30 -6.53 -1.25  0.0911
H: -3.58 -5.57 0.88  0.0897
H: -2.47 -5.40 2.75  0.0689
H: -3.48 -3.97 2.51  0.0784
H: -2.01 -3.86 3.51  0.0722
H: -1.20 -4.28 -3.22  0.1023

Molecular weight ... 772.2 g mol⁻¹
E_HOMO ... -1.0 eV
Charge ... -2
Gap between HOMO and LUMO ... 5.01 eV
ΔE to the lowest compared entry with this formula, charge and spin ... 6.8 kcal per mole